Below is C22H22N2O4 in the gas phase in a non-equilibrium geometry, with properties calculated with ωB97M-V/def2-TZVPD.

- gap between HOMO and LUMO (eV) = 7.81
- lowest unoccupied orbital energy (eV) = 0.0
- F_max (eV/A) = 2.98

Structure (XYZ):
```
50
Properties=species:S:1:pos:R:3:lowdin_charge:R:1
O -2.5086 -3.0776 -1.7093 0.100
O 2.3319 -2.2977 -0.5932 0.070
O -6.1262 0.0499 0.7164 0.087
O -5.3662 -1.8548 -1.1972 0.085
N 1.6716 -0.3973 0.4963 0.129
N -2.8332 -1.8744 -1.0992 -0.018
C 4.1225 -1.0092 0.2240 -0.254
C -4.0015 -0.2171 -0.0613 -0.046
C -0.3844 0.7390 0.8736 -0.035
C -5.1162 0.6243 0.3937 -0.310
C -4.1406 2.8028 -0.4117 -0.014
C -1.8075 0.8673 0.8403 -0.016
C -4.1141 -1.3652 -0.7883 -0.150
C 0.2767 -0.3398 0.3370 -0.235
C -2.5588 -0.0431 0.1216 -0.142
C -1.8751 -1.0998 -0.5077 -0.139
C 2.6542 -1.2712 -0.0128 -0.397
C -5.1513 2.1063 0.2965 -0.113
C 6.3829 -0.6918 -0.8799 -0.197
C -4.2047 4.2146 -0.5422 -0.065
C -6.1675 4.2576 0.8526 -0.088
C -5.2274 4.9245 0.0771 -0.087
C -6.1754 2.8784 0.9576 -0.001
C 6.9661 -1.9127 -0.1506 -0.201
C 4.6967 -2.2578 0.9231 -0.149
C 4.8786 -0.8255 -1.0777 -0.156
C -0.4862 -1.3053 -0.3719 0.092
C 6.1924 -2.0869 1.1498 -0.210
H 4.7052 -1.7017 -1.7405 0.138
H 6.4128 -1.2079 1.7661 0.115
H 4.2381 -2.4034 1.8911 0.117
H -0.0932 -2.1704 -0.8292 0.091
H -2.3368 1.6773 1.3613 0.118
H 6.8495 -2.8105 -0.7308 0.107
H 4.5507 -3.1360 0.2938 0.125
H 0.1444 1.5037 1.4639 0.111
H -6.9603 2.3662 1.4710 0.106
H -7.0359 4.7626 1.2619 0.104
H -5.2767 5.9998 -0.0456 0.103
H 6.5431 -3.0084 1.6637 0.119
H 6.9147 -0.5823 -1.7992 0.097
H 8.0115 -1.7712 0.0485 0.100
H 4.5268 0.1019 -1.5585 0.125
H -3.3174 2.2611 -0.8859 0.111
H 2.0567 0.3690 1.0602 0.141
H -3.1748 -3.3067 -2.3322 0.101
H 4.1971 -0.1221 0.8147 0.132
H 6.6035 0.2160 -0.3169 0.113
H -3.4864 4.8091 -1.0798 0.097
H -6.0014 -1.3837 -0.6341 0.087
```

Below is a molecular structure, C22H22N2O5 in a non-equilibrium geometry, with properties calculated with ωB97M-V/def2-TZVPD.

- gap between HOMO and LUMO (eV) = 7.65
- lowest unoccupied orbital energy (eV) = -0.5
- F_max (eV/A) = 14.84

Structure (XYZ):
```
51
Properties=species:S:1:pos:R:3:lowdin_charge:R:1
O -0.2513 3.4838 -1.2038 0.190
O 1.2832 4.8168 -1.7093 -0.045
O -4.1909 0.9451 -0.5970 -0.047
O -3.7188 -2.1356 1.1351 0.014
O 2.3413 0.6130 1.0730 -0.137
N 3.4037 -1.8469 -0.2008 -0.121
N -2.7209 -1.2795 -0.9433 0.113
C -0.6603 2.4688 0.7669 -0.149
C 0.4048 3.1206 1.6134 0.047
C -2.6694 1.1322 1.2671 -0.009
C -1.5089 -1.8807 -0.9470 -0.241
C -1.4759 1.6386 1.9920 0.130
C -3.6163 -1.3877 0.1054 -0.338
C -3.1054 1.2715 -0.0658 -0.451
C 2.5377 -2.6083 -0.8848 -0.319
C -1.0309 -2.8396 -0.0675 -0.027
C 2.3808 0.5716 -0.2986 -0.189
C 1.1437 3.7973 0.5691 0.013
C -4.8356 -0.2742 -0.1687 0.002
C -0.7808 -1.3979 -2.0440 -0.008
C -2.3527 2.1745 -0.8390 0.148
C 2.0145 -0.4827 1.5059 -0.405
C 0.2359 -3.0600 0.1448 -0.152
C 1.0612 -2.6229 -0.7224 -0.139
C -1.0854 2.9673 -0.3241 -0.201
C 0.7446 3.9602 -0.7908 -0.533
C 3.1466 -1.4055 1.3649 -0.071
C 3.6278 -0.2712 -0.8045 -0.015
C 0.5912 -1.7311 -2.0561 0.098
H 3.5149 -0.5231 -1.9116 0.126
H -3.3434 0.5633 1.9802 0.118
H -5.3850 0.0221 0.9848 0.207
H 1.1938 -1.2078 -2.7143 0.070
H 2.6544 1.7293 -0.7164 0.179
H -1.0617 1.3020 2.8844 0.067
H -1.0873 -0.8596 -2.7573 0.038
H 0.9746 -0.8650 1.4168 0.120
H 4.0559 -0.9624 1.5375 0.087
H -3.0675 -0.6041 -1.7140 0.203
H 0.6026 -3.6233 1.0030 0.145
H 1.0231 2.6951 2.4134 0.120
H -1.6738 -3.0599 0.9354 0.168
H 4.4512 0.0897 -0.2920 0.075
H 3.0873 -2.9674 -1.7856 0.150
H 2.2556 4.1932 0.8640 0.173
H 2.8813 -3.4776 -0.2825 0.127
H -2.6217 2.5770 -1.9433 0.171
H 2.9559 -2.4334 1.7622 0.128
H 1.3312 0.3963 -0.6340 0.119
H 1.9155 -0.2195 2.8804 0.200
H -5.5700 -0.5025 -0.7813 0.055
```

Below is C22H22N2O5 in the gas phase, with properties calculated with ωB97M-V/def2-TZVPD.

- gap between HOMO and LUMO (eV) = 7.75
- lowest unoccupied orbital energy (eV) = -0.6
- F_max (eV/A) = 0.74

Structure (XYZ):
```
51
Properties=species:S:1:pos:R:3:lowdin_charge:R:1
O -4.7107 -2.4109 1.7632 -0.094
O -3.6443 -3.3201 -1.0903 0.149
O 3.1439 -1.0219 -2.2172 0.083
O -2.8815 1.0852 -0.1927 0.120
O 2.7523 2.4495 1.1556 -0.069
N 2.6830 0.5593 -0.6354 0.154
N -3.5681 -1.0943 -0.4881 0.055
C 6.1716 2.7968 -0.2092 -0.089
C 2.3410 4.8581 1.2920 -0.059
C -5.2024 -1.1379 1.3743 -0.293
C 2.3778 -0.4907 -1.4388 -0.413
C 5.0597 3.0580 0.5788 -0.028
C 4.9963 1.0254 -1.3158 -0.004
C 6.1406 1.7887 -1.1520 -0.086
C 0.9686 -0.9812 -1.2755 -0.101
C -0.5388 -2.8812 -1.4480 0.031
C 3.9079 2.3055 0.4275 -0.199
C -2.6413 -0.0687 -0.4541 -0.369
C -4.9591 -0.9466 -0.1369 -0.053
C -0.0869 -0.1383 -0.9133 0.065
C 0.7308 -2.3268 -1.5500 0.016
C -3.2980 -0.8534 2.8158 -0.143
C -3.0225 -2.3121 -0.8923 -0.346
C -4.5011 -0.0917 2.2610 -0.116
C -1.3442 -0.6929 -0.8152 -0.063
C 3.8797 1.2737 -0.5339 -0.139
C -3.8414 -2.2796 2.8688 -0.190
C -1.5714 -2.0481 -1.0695 -0.061
C 2.6060 3.5506 2.0310 -0.239
H 7.0058 1.5903 -1.7649 0.103
H 3.4799 3.6399 2.6869 0.117
H 5.1114 3.8500 1.3090 0.106
H 1.7410 3.2886 2.6472 0.125
H -5.2975 0.0460 -0.4421 0.138
H -4.2156 0.7931 1.6980 0.099
H 1.5716 -2.9328 -1.8533 0.123
H 1.4439 4.7658 0.6847 0.080
H -2.9827 -0.4945 3.7926 0.113
H 3.1734 5.1103 0.6397 0.069
H 4.9586 0.2350 -2.0461 0.102
H 2.1986 5.6605 2.0103 0.079
H -0.7176 -3.9238 -1.6586 0.126
H 7.0614 3.3933 -0.0766 0.102
H -5.5079 -1.7217 -0.6770 0.134
H -5.1630 0.2076 3.0740 0.116
H 1.9850 0.8828 0.0213 0.126
H -2.4513 -0.7923 2.1298 0.102
H -3.0714 -3.0489 2.7817 0.123
H -6.2916 -1.1138 1.5254 0.148
H -4.4023 -2.4413 3.8013 0.122
H 0.0474 0.9195 -0.7421 0.131
```

Below is C22H22N4O5S in the gas phase, with properties calculated with ωB97M-V/def2-TZVPD.

- gap between HOMO and LUMO (eV) = 8.67
- lowest unoccupied orbital energy (eV) = -0.6
- F_max (eV/A) = 0.79

Structure (XYZ):
```
54
Properties=species:S:1:pos:R:3:lowdin_charge:R:1
S -2.5459 -1.0135 -2.0028 0.712
O 2.2584 -1.4954 0.1426 0.099
O 1.2810 2.3518 2.0704 0.060
O -2.6303 -2.4384 -2.1077 -0.275
O -3.2320 -0.2474 -2.9991 -0.272
O -0.8788 -1.0140 3.4129 0.133
N 0.4322 0.9727 -0.7170 0.133
N 2.7813 1.2028 0.8134 0.071
N -0.9168 -0.5550 -1.9673 0.020
N 0.8402 -0.9655 1.8797 0.065
C -1.7222 0.3229 0.0411 -0.140
C -0.8630 -2.4283 1.4358 -0.083
C 3.2529 2.6061 -2.5702 -0.057
C 1.5084 1.0733 -1.6573 -0.165
C -2.0107 -3.1924 1.4369 0.009
C -2.8374 -0.3925 -0.3673 -0.215
C 3.1420 2.2717 -0.0853 -0.109
C -2.8794 0.9140 2.0395 -0.041
C 0.1049 -2.5784 0.4386 -0.085
C -2.1681 -4.1223 0.4141 -0.056
C 2.3046 2.3674 -1.3921 -0.512
C -0.0518 -3.4988 -0.5760 0.004
C -3.9741 0.1631 1.6341 -0.048
C 1.2096 -1.6411 0.7328 -0.349
C -3.9692 -0.4905 0.4074 -0.035
C 1.8498 1.3250 1.7695 -0.485
C 1.6431 0.0196 2.5695 -0.005
C -1.7439 1.0070 1.2502 0.011
C -0.3858 -1.4010 2.3853 -0.363
C -0.6122 0.2967 -0.9179 -0.347
C -1.2077 -4.2731 -0.5730 -0.071
C 1.3195 3.5329 -1.2775 -0.047
H -0.8912 1.5945 1.5530 0.108
H 3.8636 3.4873 -2.3887 0.086
H 1.1379 1.0990 -2.6933 0.125
H 4.1967 2.1315 -0.3368 0.124
H -0.3695 -0.5291 -2.8105 0.129
H -2.9067 1.4279 2.9874 0.118
H 2.6220 -0.4109 2.8054 0.141
H 1.8573 4.4750 -1.2004 0.087
H -4.8199 -1.0558 0.0617 0.124
H 0.7032 3.4022 -0.3931 0.072
H 3.9110 1.7520 -2.7179 0.084
H 2.6897 2.7678 -3.4867 0.082
H -2.7515 -3.0697 2.2117 0.125
H 3.0440 0.2639 0.5389 0.108
H -3.0553 -4.7355 0.3856 0.113
H 3.0345 3.2036 0.4734 0.128
H 0.6999 -3.6129 -1.3412 0.126
H 2.1609 0.1961 -1.5672 0.121
H -1.3624 -4.9982 -1.3556 0.114
H 1.1099 0.2603 3.4930 0.135
H -4.8442 0.0968 2.2690 0.110
H 0.6716 3.5748 -2.1506 0.085
```